A.
Density functional theory data (the ωB97M-V functional and the def2-TZVPD basis) for C4H6N2O in the gas phase.

## Properties
LUMO level, eV: 0.838
2S+1: 1

Element x y z (Å)
C: -0.98 0.24 -1.73
C: 0.01 0.42 -0.85
C: -0.13 1.39 0.29
N: 0.24 0.94 1.41
C: 0.53 -1.21 0.42
O: 1.21 -2.03 1.22
N: 1.00 -0.54 -0.56
H: -0.99 -0.67 -2.32
H: -1.82 0.93 -1.81
H: -0.53 -1.22 0.65
H: -0.65 2.35 0.14
H: -0.01 1.48 2.23
H: 2.12 -2.08 0.90


B.
Density functional theory data (the ωB97M-V functional and the def2-TZVPD basis) for C4H6N2O in the gas phase.

## Properties
LUMO level, eV: 0.609
2S+1: 1

Element x y z (Å)
N: 2.00 0.68 -0.21
C: 0.67 0.31 -0.03
C: 0.25 -1.03 -0.32
O: 0.96 -2.00 -0.57
C: -1.24 -0.94 0.02
C: -1.58 0.46 0.00
N: -0.41 1.13 0.01
H: 2.51 -0.20 -0.19
H: 2.37 1.33 0.46
H: -0.67 -1.15 1.04
H: -1.98 -1.69 -0.26
H: -2.54 0.97 0.02
H: -0.35 2.14 0.05


C.
Density functional theory data (the ωB97M-V functional and the def2-TZVPD basis) for 2 unconnected molecules or ions with the total composition C4H6N2O.

## Properties
LUMO level (spin up / spin down), eV: 0.397 / 0.396
2S+1: 1

Element x y z (Å)
C: 0.95 0.60 -1.93
O: -0.37 0.10 -1.69
C: -0.52 -0.70 -0.65
N: 0.33 -1.18 0.11
N: 0.83 -1.47 1.21
C: -1.32 0.26 2.39
C: -1.87 0.99 1.61
H: 0.88 1.26 -2.79
H: 1.31 1.15 -1.05
H: 1.62 -0.24 -2.14
H: 1.25 -2.40 1.12
H: -0.80 -0.42 3.03
H: -2.36 1.65 0.93


Stability order, top to bottom: A, B, C


A.
Density functional theory data (the ωB97M-V functional and the def2-TZVPD basis) for 3 unconnected molecules or ions with the total composition C4H7NO2.

## Properties
LUMO level, eV: 1.138
2S+1: 1

Element x y z (Å)
C: 1.04 1.39 -0.01
C: 1.66 0.43 -0.99
C: -0.70 -1.76 1.13
N: -1.39 -0.71 1.28
C: -2.49 0.22 -1.30
O: -1.62 0.74 -1.81
O: 1.37 -0.73 -1.10
H: 0.18 0.94 0.50
H: 0.73 2.30 -0.54
H: 1.80 1.69 0.72
H: 2.46 0.86 -1.63
H: 0.29 -1.68 0.67
H: -1.03 -2.77 1.41
H: -2.30 -0.92 1.69


B.
Density functional theory data (the ωB97M-V functional and the def2-TZVPD basis) for 2 unconnected molecules or ions with the total composition C4H7NO2.

## Properties
LUMO level, eV: -0.298
2S+1: 1

Element x y z (Å)
C: 0.44 0.71 0.69
C: 0.72 -0.06 -0.41
C: 1.56 -1.29 -0.40
N: -2.30 -0.76 -0.06
C: -1.93 0.38 0.30
O: 0.51 2.08 0.62
O: -2.11 1.54 0.12
H: -0.35 2.41 0.30
H: -3.29 -0.94 -0.18
H: 0.98 0.43 1.59
H: 0.35 0.28 -1.37
H: 1.18 -2.05 0.27
H: 2.58 -1.04 -0.08
H: 1.66 -1.71 -1.40


C.
Density functional theory data (the ωB97M-V functional and the def2-TZVPD basis) for C4H7NO2 in the gas phase.

## Properties
LUMO level, eV: -0.196
2S+1: 1

Element x y z (Å)
O: -2.21 -0.49 0.06
C: -1.24 -0.11 -0.90
C: 0.43 -0.51 0.90
C: -0.41 1.11 -0.50
N: 0.53 0.76 0.58
C: 1.77 -1.08 0.98
O: 2.67 -0.58 1.63
H: -1.71 -0.91 0.78
H: -0.63 -1.00 -1.18
H: -1.79 0.22 -1.78
H: -1.06 1.94 -0.25
H: 0.27 1.39 -1.33
H: 1.45 1.25 0.62
H: 1.89 -1.98 0.31


D.
Density functional theory data (the ωB97M-V functional and the def2-TZVPD basis) for a molecular structure, C4H7NO2.

## Properties
LUMO level, eV: 0.519
2S+1: 1

Element x y z (Å)
O: 0.13 -1.45 1.87
C: -0.93 -0.78 1.36
C: -0.16 0.27 -0.13
C: 1.26 0.71 0.01
N: 0.90 -0.58 -0.56
C: -0.99 0.94 -1.19
O: -0.78 0.75 -2.37
H: 0.51 -1.98 1.15
H: -1.57 -1.37 0.71
H: -0.88 0.32 1.25
H: 1.72 0.67 1.00
H: 1.65 1.47 -0.67
H: 0.93 -0.57 -1.57
H: -1.80 1.62 -0.86


Stability order, top to bottom: A, B, C, D


A.
Density functional theory data (the ωB97M-V functional and the def2-TZVPD basis) for C4H7NO2 in the gas phase.

## Properties
LUMO level, eV: 0.815
2S+1: 1

Element x y z (Å)
C: 0.14 0.59 -1.35
C: 0.42 0.14 0.06
N: 1.24 -0.80 0.37
O: 1.92 -1.30 -0.73
C: -1.61 -0.20 0.89
C: -0.38 0.55 1.31
O: -2.45 0.35 0.22
H: 1.08 0.96 -1.78
H: -0.19 -0.23 -2.01
H: -0.63 1.36 -1.38
H: 2.56 -1.88 -0.30
H: -1.60 -1.30 1.01
H: -0.70 1.58 1.51
H: 0.20 0.19 2.16


B.
Density functional theory data (the ωB97M-V functional and the def2-TZVPD basis) for 2 unconnected molecules or ions with the total composition C4H7NO2.

## Properties
LUMO level, eV: -3.834
2S+1: 1

Element x y z (Å)
O: -1.09 -2.13 0.10
C: -0.48 -1.06 0.16
N: 0.25 -0.84 1.50
C: 0.26 0.37 1.72
O: -1.35 1.52 0.00
C: 0.75 -0.98 -0.85
C: 1.03 0.13 -1.44
H: 0.39 0.71 2.74
H: -0.03 1.06 0.91
H: 1.33 -1.86 -1.02
H: -1.12 -0.13 -0.11
H: 1.82 0.14 -2.18
H: 0.36 1.00 -1.39
H: -2.14 2.07 -0.12


C.
Density functional theory data (the ωB97M-V functional and the def2-TZVPD basis) for C4H7NO2 in the gas phase.

## Properties
LUMO level, eV: 0.819
2S+1: 1

Element x y z (Å)
N: 1.73 0.77 1.40
C: 0.47 0.35 1.18
O: -0.46 0.85 1.80
C: 0.34 -0.73 0.11
C: -1.03 -0.63 -0.47
C: -1.25 0.25 -1.60
O: -1.23 -1.17 -1.75
H: 1.79 1.51 2.07
H: 2.52 0.38 0.93
H: 0.51 -1.72 0.55
H: 1.08 -0.59 -0.69
H: -1.84 -0.76 0.24
H: -0.42 0.76 -2.10
H: -2.22 0.74 -1.69


D.
Density functional theory data (the ωB97M-V functional and the def2-TZVPD basis) for 2 unconnected molecules or ions with the total composition C4H7NO2.

## Properties
LUMO level (spin up / spin down), eV: 0.115 / 0.114
2S+1: 1

Element x y z (Å)
O: 2.15 0.08 0.49
C: 0.81 0.15 0.84
C: -0.03 1.25 0.30
N: -1.20 0.71 0.02
C: -1.29 -0.66 0.12
C: 0.01 -1.12 0.46
O: 0.55 -2.23 0.50
H: 2.31 -0.88 0.42
H: 0.67 0.22 1.94
H: 0.13 2.32 0.29
H: 0.22 0.35 -2.47
H: -1.99 1.27 -0.26
H: -0.18 -0.28 -2.39
H: -2.15 -1.18 -0.27


Stability order, top to bottom: C, A, D, B


A.
Density functional theory data (the ωB97M-V functional and the def2-TZVPD basis) for 2 unconnected molecules or ions with the total composition C4H7NO2.

## Properties
LUMO level, eV: 0.350
2S+1: 1

Element x y z (Å)
N: -1.09 -1.74 1.38
C: -0.35 -0.92 0.64
O: 0.19 -1.31 -0.44
C: 0.17 0.43 0.89
C: 1.22 0.08 -0.22
C: 0.15 1.54 -2.08
O: -0.01 2.66 -1.64
H: -1.20 -2.70 1.09
H: -1.50 -1.43 2.25
H: 0.48 0.61 1.93
H: -0.48 1.25 0.56
H: 2.03 -0.47 0.30
H: -0.60 0.74 -1.92
H: 0.98 1.26 -2.76


B.
Density functional theory data (the ωB97M-V functional and the def2-TZVPD basis) for a molecular structure, C4H7NO2.

## Properties
LUMO level, eV: 0.454
2S+1: 1

Element x y z (Å)
O: -1.31 -0.39 -1.98
C: -0.83 -0.41 -0.70
C: 0.88 -1.36 0.26
N: 0.65 -0.56 1.35
C: 0.56 0.86 1.02
C: -0.15 0.89 -0.33
O: -0.14 1.81 -1.12
H: -1.04 0.48 -2.34
H: -1.59 -0.69 0.05
H: -0.14 -1.56 -0.46
H: 1.61 -0.89 -0.42
H: -0.05 -0.91 1.99
H: 1.56 1.29 0.90
H: 0.02 1.44 1.78


C.
Density functional theory data (the ωB97M-V functional and the def2-TZVPD basis) for C4H7NO2 in the gas phase.

## Properties
LUMO level, eV: 0.775
2S+1: 1

Element x y z (Å)
C: -1.26 0.21 -0.85
N: -0.01 0.00 -0.41
C: 1.07 -0.24 -1.36
C: 0.35 0.38 0.96
C: -0.59 -0.41 1.90
O: -0.49 -1.59 2.00
O: -2.23 0.58 -0.22
H: -1.37 0.31 -1.94
H: 1.86 -0.79 -0.84
H: 1.51 0.67 -1.79
H: 0.77 -0.85 -2.20
H: 1.38 0.08 1.18
H: 0.30 1.46 1.04
H: -1.29 0.18 2.52


Stability order, top to bottom: C, B, A


A.
Density functional theory data (the ωB97M-V functional and the def2-TZVPD basis) for 2 unconnected molecules or ions with the total composition C5H15N3O.

## Properties
LUMO level, eV: 0.778
2S+1: 1

Element x y z (Å)
C: -0.18 0.52 -1.52
C: 0.86 1.61 0.78
C: -1.31 0.64 0.87
C: -1.38 -0.10 -2.19
N: 0.03 0.50 0.28
H: -0.26 1.60 -1.59
H: 0.76 0.24 -2.00
H: 0.41 2.58 0.57
H: 1.02 1.53 1.86
H: 1.85 1.58 0.32
H: -1.26 0.67 1.97
H: -1.78 1.58 0.57
H: -1.93 -0.21 0.57
H: -1.28 -1.18 -2.32
H: -1.47 0.32 -3.20
H: -2.31 0.12 -1.66
C: 0.73 -1.45 0.41
N: 2.10 -1.07 0.36
N: 0.36 -1.86 1.70
O: 0.26 -2.11 -0.57
H: 0.35 -1.09 2.36
H: 2.47 -1.08 -0.58
H: 2.46 -0.98 1.30
H: -0.51 -2.36 1.72


B.
Density functional theory data (the ωB97M-V functional and the def2-TZVPD basis) for C5H15N3O in the gas phase.

## Properties
LUMO level, eV: 0.881
2S+1: 1

Element x y z (Å)
C: -0.90 -0.10 0.32
C: -0.99 -1.22 1.36
C: -1.80 -0.49 -0.85
N: -1.53 1.07 0.96
H: -0.19 1.34 -1.15
H: -0.99 1.34 1.78
H: -1.52 1.86 0.33
H: -0.64 -2.16 0.94
H: -2.02 -1.35 1.69
H: -0.42 -0.99 2.26
H: -2.80 -0.76 -0.51
H: -1.91 0.34 -1.55
H: -1.39 -1.36 -1.37
C: 1.78 -0.01 0.88
C: 0.79 0.08 -0.28
N: 1.05 -0.87 -1.29
O: 1.70 1.73 -1.77
N: 0.78 1.46 -0.70
H: 2.16 2.53 -1.47
H: 1.17 -1.82 -0.96
H: 1.57 -0.50 -2.08
H: 1.80 -1.02 1.29
H: 2.78 0.21 0.50
H: 1.51 0.69 1.67


Stability order, top to bottom: A, B


A.
Density functional theory data (the ωB97M-V functional and the def2-TZVPD basis) for 2 unconnected molecules or ions with the total composition C3H6N2O.

## Properties
LUMO level, eV: -0.191
2S+1: 1

Element x y z (Å)
C: 0.82 -0.26 -0.99
N: -1.35 0.67 2.17
C: -0.42 -0.55 -1.33
C: 1.99 0.06 -0.52
O: -0.60 0.32 1.05
N: -1.26 -1.05 -2.11
H: -1.02 0.14 2.97
H: -1.20 1.66 2.35
H: -0.90 -1.32 -3.03
H: -1.07 -0.06 0.08
H: 2.12 0.47 0.48
H: 2.89 -0.07 -1.12


B.
Density functional theory data (the ωB97M-V functional and the def2-TZVPD basis) for C3H6N2O in the gas phase.

## Properties
LUMO level, eV: 0.882
2S+1: 1

Element x y z (Å)
C: 0.47 0.80 -0.01
C: -1.19 0.71 0.02
C: -1.18 -0.67 -0.17
H: 1.83 -1.08 0.98
H: 1.96 -1.41 -0.68
H: 1.05 1.28 0.85
H: 0.70 1.23 -0.86
H: -1.75 1.35 -0.77
H: -1.58 1.24 0.84
N: 1.36 -1.34 0.04
N: 0.29 -0.58 -0.31
O: -1.96 -1.54 0.06


C.
Density functional theory data (the ωB97M-V functional and the def2-TZVPD basis) for C3H6N2O in the gas phase.

## Properties
LUMO level, eV: 0.793
2S+1: 1

Element x y z (Å)
C: -0.17 -0.30 1.50
N: -0.17 -0.05 0.06
C: 0.90 0.60 -0.56
N: 0.87 0.88 -1.80
C: -1.19 -0.57 -0.72
O: -2.11 -1.22 -0.29
H: -0.93 -1.07 1.68
H: -0.45 0.59 2.07
H: 0.80 -0.67 1.84
H: 1.73 0.82 0.13
H: 1.75 1.29 -2.11
H: -1.03 -0.31 -1.78


D.
Density functional theory data (the ωB97M-V functional and the def2-TZVPD basis) for 3 unconnected molecules or ions with the total composition C3H6N2O.

## Properties
LUMO level, eV: -0.682
2S+1: 1

Element x y z (Å)
N: 1.35 0.81 -0.59
C: 0.32 1.38 -1.05
C: -1.03 -1.30 0.31
O: -0.56 -2.07 1.10
C: -1.91 -0.19 0.72
N: -2.61 0.68 1.04
H: 1.89 -0.47 1.30
H: 1.85 0.31 -1.32
H: -0.32 1.95 -0.37
H: -0.01 1.34 -2.10
H: -0.87 -1.37 -0.78
H: 1.90 -1.07 1.74


Stability order, top to bottom: C, D, B, A